Run P
14
Properties=species:S:1:pos:R:3 method="wB97M-V/def2-TZVPD" e_homo_ev=-9.23 smiles="C=C(C)CN" orbital_gap_ev=10.3 multiplicity=1
C 0.70949 -0.63559 1.23474
C 0.19980 0.21780 0.36082
C 0.33869 1.72263 0.54979
C -0.61406 -0.22988 -0.84320
N -0.63588 -1.70209 -0.98651
H 0.47310 -1.70131 1.20011
H 1.29123 -0.34146 2.11549
H -0.65110 2.17115 0.77535
H 1.00460 1.90833 1.38932
H 0.73449 2.26778 -0.36635
H -1.65087 0.06274 -0.72789
H -0.21778 0.29167 -1.72178
H -1.25650 -1.95979 -1.73579
H 0.27479 -2.07198 -1.24409

***

Run Q
14
Properties=species:S:1:pos:R:3 method="wB97M-V/def2-TZVPD" e_homo_ev=-7.53 orbital_gap_ev=6.8 multiplicity=1
C 1.90075 0.09106 0.41794
C 1.05924 0.06414 -0.81881
C -0.30960 -0.56283 -0.67046
C -1.18312 1.00760 0.48274
N -0.91565 -0.32299 0.45513
H 1.38002 0.73600 1.13841
H 2.78987 0.70834 0.32166
H 2.01283 -0.95425 0.82968
H 0.98628 1.09086 -1.11561
H 1.70757 -0.43764 -1.54055
H -0.87483 -0.92112 -1.48231
H -3.43343 -1.04221 0.61583
H -1.80592 1.32408 1.41501
H -3.31402 -0.78103 -0.04865

***

Run R
14
Properties=species:S:1:pos:R:3 method="wB97M-V/def2-TZVPD" e_homo_ev=-8.78 smiles=C[C@H]1C[C@H]1N orbital_gap_ev=9.9 multiplicity=1
C 0.98488 0.74124 -1.11450
C 0.30598 -0.58820 -0.63732
C 0.47085 -0.89574 0.84369
C -0.84532 -0.48085 0.34634
N -1.26615 0.88121 0.59615
H 0.50201 1.31297 -1.91837
H 2.00609 0.43502 -1.41101
H 1.04750 1.38382 -0.26584
H 0.35686 -1.44528 -1.33759
H 0.44518 -1.95739 1.12836
H 1.09387 -0.29652 1.58256
H -1.62062 -1.29717 0.29244
H -2.28487 1.00743 0.12255
H -1.19627 1.19946 1.77255

***

Question: which arrangement is favored energetically? Ranking from most to least stable: run P, run R, run Q.